No. 1
13
Properties=species:S:1:pos:R:3:nbo_charge:R:1 method="wB97M-V/def2-TZVPD" multiplicity=1 energy_ev=-9272.6228 smiles=Nc1ccc(O)[nH]1 e_lumo_ha=0.0324 largest_force_ev_per_a=0.3 charge=0 de_lowest_kcal_mol=20.3
N -2.243 -0.477 0.324 -0.8319
C -0.915 -0.036 0.129 0.2645
C -0.336 1.190 -0.033 -0.3276
C 1.083 0.992 -0.163 -0.3991
C 1.290 -0.357 -0.086 0.4296
O 2.395 -1.145 -0.161 -0.6707
N 0.089 -0.987 0.085 -0.5503
H -2.648 -0.818 -0.544 0.3675
H -2.822 0.285 0.655 0.3755
H -0.860 2.137 -0.077 0.2172
H 1.837 1.752 -0.323 0.2179
H 3.165 -0.570 -0.239 0.4888
H -0.007 -1.918 0.458 0.4187


No. 2
53
Properties=species:S:1:pos:R:3:nbo_charge:R:1 method="wB97M-V/def2-TZVPD" multiplicity=1 energy_ev=-36415.2094 e_lumo_ha=0.0943 largest_force_ev_per_a=5.5 charge=-1 de_lowest_kcal_mol=4.6
C 8.727 9.624 -10.078 -0.2529
O 9.394 10.747 -9.626 -0.9902
H 8.385 9.041 -9.224 0.1452
H 9.257 9.025 -10.838 0.1344
H 7.838 9.880 -10.612 0.1417
O 8.818 5.919 -9.309 -0.9579
H 9.034 6.539 -8.605 0.5005
H 9.662 5.475 -9.490 0.4520
O 8.887 13.217 -9.514 -1.0192
H 8.249 13.074 -10.183 0.4728
H 9.189 12.277 -9.430 0.4847
O 7.285 10.418 -13.270 -0.9810
H 8.031 10.865 -12.861 0.5004
H 7.522 10.144 -14.151 0.4815
O 5.292 10.732 -10.707 -0.9418
H 4.559 11.117 -10.243 0.4735
H 5.960 10.880 -10.026 0.5094
O 6.834 11.435 -8.454 -0.9950
H 6.731 11.470 -7.510 0.4839
H 7.760 11.258 -8.664 0.5100
O 11.755 9.845 -10.090 -1.0209
H 10.824 10.085 -10.058 0.4779
H 11.769 8.996 -10.586 0.4732
O 6.500 8.110 -12.070 -1.0091
H 6.933 8.921 -12.325 0.4799
H 6.137 8.223 -11.178 0.4938
O 9.649 11.433 -12.093 -0.9842
H 9.897 12.355 -11.944 0.4881
H 9.408 11.215 -11.257 0.4877
O 11.673 7.498 -11.108 -0.9455
H 10.914 7.663 -11.630 0.5035
H 11.522 6.580 -10.867 0.4705
O 6.909 12.881 -11.328 -0.9874
H 7.114 13.010 -12.292 0.4777
H 6.222 12.162 -11.284 0.5013
O 9.875 8.794 -13.295 -0.9466
H 9.403 9.219 -12.579 0.4743
H 10.382 9.498 -13.683 0.4726
O 9.919 7.320 -7.201 -0.9779
H 9.761 8.251 -7.294 0.5051
H 10.848 7.217 -7.283 0.4758
O 9.795 10.157 -7.154 -1.0132
H 9.811 10.273 -8.116 0.5064
H 10.649 10.545 -6.947 0.4769
O 5.202 8.363 -9.689 -0.9845
H 5.716 8.431 -8.880 0.4919
H 5.029 9.260 -9.931 0.4702
O 6.595 8.394 -7.335 -0.9696
H 7.335 8.989 -7.477 0.4948
H 6.870 7.528 -6.919 0.4978
O 8.679 6.344 -11.998 -0.9837
H 8.934 6.246 -11.106 0.4635
H 8.109 7.068 -12.014 0.4876


No. 3
27
Properties=species:S:1:pos:R:3:nbo_charge:R:1 method="wB97M-V/def2-TZVPD" multiplicity=1 energy_ev=-13140.0574 smiles=Cc1c[nH]c2ccccc12.CC e_lumo_ha=0.0357 largest_force_ev_per_a=2.5 charge=0 de_lowest_kcal_mol=16.9
C -1.891 0.303 0.770 -0.6302
C -0.690 0.321 1.642 -0.0777
C -0.585 0.044 2.973 -0.0368
N 0.760 0.090 3.338 -0.5461
C 1.526 0.447 2.262 0.2079
C 2.909 0.528 2.093 -0.2637
C 3.406 0.559 0.815 -0.2119
C 2.552 0.746 -0.285 -0.2408
C 1.187 0.831 -0.117 -0.1866
C 0.646 0.547 1.152 -0.1256
H -2.884 0.340 1.212 0.2221
H -1.939 -0.554 0.097 0.2148
H -1.765 1.160 0.094 0.2152
H -1.282 -0.137 3.773 0.2125
H 1.164 0.111 4.258 0.4052
H 3.540 0.453 2.973 0.2074
H 4.463 0.579 0.582 0.2116
H 3.033 0.956 -1.229 0.2091
H 0.621 1.154 -0.983 0.2138
C -1.394 -0.469 -2.969 -0.6206
C -2.327 -1.626 -3.273 -0.6246
H -1.843 0.525 -2.964 0.2047
H -0.892 -0.670 -2.025 0.2105
H -0.660 -0.350 -3.769 0.2062
H -1.885 -2.288 -4.044 0.2056
H -3.161 -1.343 -3.929 0.2079
H -2.608 -2.257 -2.447 0.2100


No. 4
11
Properties=species:S:1:pos:R:3:nbo_charge:R:1 method="wB97M-V/def2-TZVPD" multiplicity=1 energy_ev=-8672.9763 smiles="[H]/N=C/NC(N)=O" e_lumo_ha=0.0347 largest_force_ev_per_a=0.4 charge=0 de_lowest_kcal_mol=15.4
H -2.018 1.652 -1.056 0.3493
N -1.605 1.052 -0.346 -0.6407
C -1.131 0.001 -0.862 0.2916
N -0.412 -0.902 -0.011 -0.6803
C 0.926 -0.445 -0.023 0.7889
N 1.505 -0.249 1.207 -0.8331
O 1.499 -0.207 -1.066 -0.6237
H -1.146 -0.282 -1.916 0.1777
H -0.832 -0.896 0.913 0.3789
H 2.300 0.373 1.150 0.4050
H 0.914 -0.096 2.010 0.3863


No. 5
23
Properties=species:S:1:pos:R:3:nbo_charge:R:1 method="wB97M-V/def2-TZVPD" multiplicity=1 energy_ev=-20258.5807 e_lumo_ha="0.0058 / -0.0014" largest_force_ev_per_a=5.7 charge=0 de_lowest_kcal_mol=103.3
C 2.495 -0.860 0.833 -0.3097
C -2.473 -1.960 0.105 -0.6127
C 2.236 1.528 -1.103 -0.4613
C -2.147 -0.502 -0.293 -0.3691
C -0.737 -0.190 0.306 -0.4261
C -0.325 1.271 0.020 -0.2609
N 0.891 1.582 0.807 -0.4291
N 2.107 1.199 0.365 -0.2295
S 2.861 -1.738 -0.409 0.1020
H 2.463 -0.975 1.964 0.1998
H -2.366 -2.004 1.116 0.1975
H -3.510 -2.193 -0.130 0.2046
H -2.071 -2.739 -0.497 0.2145
H 1.696 0.772 -1.635 0.1882
H 2.007 2.519 -1.333 0.2155
H 3.330 1.292 -1.289 0.2127
H -2.109 -0.479 -1.449 0.1863
H -2.831 0.144 0.066 0.1910
H -0.806 -0.392 1.318 0.1822
H -0.114 -1.002 0.061 0.2176
H -0.941 2.056 0.486 0.2103
H -0.348 1.265 -1.094 0.2157
H 0.690 1.409 1.785 0.3605


No. 6
38
Properties=species:S:1:pos:R:3:lowdin_charge:R:1 method="wB97M-V/def2-TZVPD" multiplicity=1 energy_ev=-106342.9742 e_lumo_ha=-0.1500 largest_force_ev_per_a=0.6 charge=+1 de_lowest_kcal_mol=19.8
Ru -0.556 0.543 1.324 1.2982
C 1.330 -1.113 3.503 -0.0015
C 0.178 -0.188 3.269 -0.3248
C -1.125 -0.705 3.006 -0.0912
C -2.186 0.149 2.688 -0.1230
C -1.981 1.553 2.615 -0.1299
C -0.699 2.070 2.848 -0.1010
C 0.376 1.197 3.177 -0.0860
H 1.293 -1.475 4.532 0.1076
H 2.279 -0.606 3.347 0.1003
H 1.275 -1.974 2.838 0.0945
H -1.267 -1.776 2.951 0.1460
H -3.135 -0.271 2.383 0.1382
H -2.780 2.209 2.299 0.1352
H -0.501 3.121 2.683 0.1439
H 1.379 1.593 3.251 0.1375
O -1.871 0.600 -0.422 -0.2863
As -0.716 1.387 -1.620 1.1118
O -1.395 2.657 -2.308 -0.3387
O 0.370 1.667 -0.269 -0.2589
C -0.224 -0.101 -2.705 -0.2378
C -0.864 -0.143 -3.933 -0.0508
C -0.671 -1.244 -4.763 -0.0270
C 0.149 -2.282 -4.363 -0.0178
C 0.806 -2.235 -3.134 -0.0128
C 0.614 -1.145 -2.312 -0.2500
S 1.542 -1.039 -0.814 0.6767
O 2.424 -2.141 -0.728 -0.1883
O 2.254 0.286 -1.003 -0.0523
O 0.593 -0.928 0.315 -0.3672
H -2.608 1.214 -0.286 0.0793
H -1.498 0.680 -4.239 0.1194
H -1.162 -1.279 -5.725 0.1234
H 0.299 -3.133 -5.013 0.1247
H 1.478 -3.023 -2.826 0.1274
F 2.342 2.604 -1.163 0.2354
B 1.904 1.630 -0.347 -1.1416
F 2.355 1.644 0.941 0.1873


Question: Look up the charge of the first one.
Answer: 0


Question: The highest charge belongs to which entry?
Answer: C13H13AsBF2O6RuS


Question: The lowest charge belongs to which entry?
Answer: CH35O17


Question: What is the charge in the fourth record?
Answer: 0